Entry 1:
46
Properties=species:S:1:pos:R:3:forces:R:3 method="wB97M-V/def2-TZVPD" gap_ev=9.37 homo_energy_ha=-0.33576 molar_mass_g_mol=407.4 fmax_ha_per_bohr=0.0197 smiles="COCCNC(=O)C(=O)NC[C@@H]1OCCN1S(=O)(=O)c1cc(F)ccc1F"
C 1.042026 3.009481 4.463047 -0.01 0.02 0.00
H 1.685916 2.133236 4.328258 0.02 0.00 0.02
O -0.190794 2.837180 3.804007 -0.14 0.11 0.03
C -0.081725 2.434432 2.462281 0.02 0.03 -0.29
H 0.596977 1.574974 2.361295 -0.07 0.05 0.02
C 0.397820 3.550796 1.514238 0.11 -0.01 0.47
N 0.409105 3.081908 0.152352 -0.25 -0.10 -0.11
C 1.497756 2.515658 -0.387629 -0.15 0.42 0.11
O 2.624963 2.550072 0.070541 0.12 -0.13 0.05
C 1.185429 1.794382 -1.697233 0.35 0.12 -0.46
O 0.180927 2.003299 -2.353322 -0.06 0.10 0.01
N 2.156553 0.918870 -2.023037 0.30 -0.08 0.17
C 1.926154 -0.116741 -2.989178 -0.42 -0.27 -0.13
H 1.324778 0.314052 -3.793503 0.12 -0.11 -0.05
H 2.871092 -0.487408 -3.387199 -0.07 0.05 -0.03
C 1.138038 -1.289100 -2.342151 0.95 0.20 0.28
N -0.059997 -0.787059 -1.714215 -0.12 0.17 0.82
S -0.264660 -0.419327 -0.141514 -0.31 -0.87 -0.21
O 1.022138 -0.223276 0.444108 0.20 -0.33 0.03
O -1.245745 0.615253 -0.028909 -0.38 -0.24 -0.16
C -1.018368 -1.901856 0.558225 0.41 0.49 -0.19
C -2.334153 -1.852725 0.976770 -0.29 -0.15 0.16
C -2.911283 -2.997020 1.502071 0.33 0.00 -0.13
C -2.204151 -4.183433 1.620748 -0.18 0.27 -0.01
C -0.887122 -4.227317 1.199493 0.17 0.32 -0.14
C -0.309080 -3.084501 0.668895 -0.08 -0.29 0.10
F 0.962063 -3.136110 0.247324 0.05 -0.05 -0.03
H -0.304637 -5.131360 1.276151 0.08 -0.07 -0.01
H -2.684788 -5.053667 2.038422 -0.06 -0.07 0.04
F -4.189867 -2.959449 1.903881 -0.07 0.03 0.03
H -2.879891 -0.926637 0.894660 -0.14 0.06 0.03
C -1.155589 -0.862041 -2.655453 -0.54 0.22 -0.07
H -2.025374 -1.313455 -2.172251 -0.04 -0.02 -0.12
C -0.566782 -1.746768 -3.774261 -0.19 0.06 -0.12
H -0.418835 -1.171125 -4.694446 -0.06 -0.04 0.09
O 0.678194 -2.218928 -3.280049 0.20 -0.09 0.04
H -1.178766 -2.622780 -3.993576 0.01 0.13 -0.01
H -1.414290 0.140202 -3.007969 -0.04 -0.14 -0.01
H 1.769386 -1.799026 -1.608388 -0.07 0.04 -0.13
H 2.872202 0.794068 -1.317411 -0.07 0.12 -0.06
H -0.475855 2.836665 -0.274314 0.17 0.04 -0.09
H -0.261297 4.418340 1.599316 0.10 -0.03 0.03
H 1.422693 3.840506 1.757596 -0.16 0.08 0.01
H -1.084741 2.118947 2.162666 0.12 -0.02 -0.01
H 1.575524 3.897912 4.110238 0.03 -0.02 0.03
H 0.808057 3.130875 5.519426 0.11 0.01 0.00


Entry 2:
23
Properties=species:S:1:pos:R:3:forces:R:3 method="wB97M-V/def2-TZVPD" gap_ev=10.80 homo_energy_ha=-0.50705 charge=+1 molar_mass_g_mol=119.2 fmax_ha_per_bohr=0.0550 smiles=C[C@@H](O)CNCC[NH3+]
C -1.838549 -0.579189 0.229805 -0.17 -1.07 0.41
N -0.987560 -0.339709 -0.947991 0.37 0.04 1.01
C 0.398057 -0.911191 -0.987573 -0.52 0.89 -1.30
C 1.383443 -0.480092 0.077413 0.10 0.37 0.78
C 2.837242 -0.932408 -0.193042 -1.14 0.64 -0.19
O 1.403928 0.969025 0.123812 -0.53 0.01 -0.15
C -1.608183 0.495066 1.312038 -0.88 2.35 -1.31
N -1.598237 1.791659 0.462562 1.25 0.34 0.49
H -1.685913 -1.558133 0.710349 0.02 0.11 -0.22
H -2.856248 -0.584796 -0.184657 0.05 0.22 0.62
H -1.482939 -0.732574 -1.736208 0.07 0.20 -0.16
H 0.319795 -1.956886 -1.271401 0.43 -0.42 0.70
H 0.816031 -0.419032 -1.869901 0.01 -0.19 -0.28
H 1.038187 -0.655224 1.092001 0.12 -0.85 0.12
H 2.938722 -0.835221 -1.263620 0.45 0.16 -0.49
H 3.398962 -0.143379 0.299080 0.61 -0.44 0.07
H 3.178630 -1.933066 0.042284 -0.33 -0.07 0.49
H 2.014162 1.310951 -0.536263 0.08 -0.01 -0.16
H -0.629070 0.443858 1.767653 0.06 -0.12 0.10
H -2.367821 0.834083 2.036831 0.11 -1.63 0.05
H -2.486281 2.284224 0.406189 -0.33 -0.59 -0.38
H -1.198218 1.437118 -0.453437 -0.22 0.34 0.05
H -0.988139 2.494914 0.884077 0.39 -0.28 -0.25


Entry 3:
22
Properties=species:S:1:pos:R:3:forces:R:3 method="wB97M-V/def2-TZVPD" gap_ev=10.39 homo_energy_ha=-0.37545 molar_mass_g_mol=98.0 fmax_ha_per_bohr=0.0679
B -0.542599 -0.286344 -0.279298 -2.45 -0.15 0.57
C -0.272436 -2.526918 0.960702 -1.01 -0.96 0.80
C 1.839471 -1.264094 0.612699 -1.83 -1.79 -1.92
C 0.748947 2.004857 -0.560138 -1.13 1.69 -2.16
C -1.731121 1.907102 -1.147894 0.05 0.42 1.34
C 0.278027 -1.121582 0.829784 1.57 0.36 2.25
C -0.607787 1.327761 -0.257585 0.62 -0.86 -1.76
H -1.675409 -0.960631 -1.044431 2.87 1.29 1.51
H 0.098330 -3.249077 1.706018 0.75 0.80 0.15
H -0.143939 -3.046657 0.040567 0.06 -0.40 -1.04
H -1.340267 -2.587850 1.179254 -0.20 0.49 -0.26
H 1.849284 -1.747329 -0.409699 0.95 0.19 1.05
H 2.326042 -0.336330 0.550939 0.71 1.22 0.01
H 2.298680 -1.906164 1.384786 -0.30 0.24 -0.48
H 0.869050 3.029660 -0.221787 -0.60 0.25 0.57
H 0.925961 2.175572 -1.652426 -0.63 -0.49 0.40
H 1.646780 1.577179 -0.302143 1.77 -1.71 1.20
H -2.682556 2.022231 -0.562745 0.92 0.33 -0.46
H -1.355822 2.843666 -1.575150 -0.68 -0.11 -0.13
H -1.965049 1.165152 -1.853019 -0.29 -0.53 -1.57
H 0.368517 -0.641067 1.905116 -1.26 -0.28 -1.99
H -0.932105 1.620864 0.696449 0.12 -0.01 1.95


Entry 4:
33
Properties=species:S:1:pos:R:3:forces:R:3 method="wB97M-V/def2-TZVPD" gap_ev=9.12 homo_energy_ha=-0.61889 charge=+2 molar_mass_g_mol=218.6 fmax_ha_per_bohr=0.0456
Mg 7.347643 6.977248 9.058457 0.40 -0.46 2.15
C 4.391178 5.900008 6.283611 -0.65 0.58 0.30
C 5.685239 5.202212 6.700985 -0.66 -0.48 -0.26
C 6.027628 4.156074 5.635438 0.11 -0.37 -0.25
C 6.868410 6.060508 7.006998 1.12 0.88 0.44
C 6.830472 7.483370 6.987356 0.78 -0.20 -1.21
C 8.023093 8.239071 7.210865 0.82 -0.33 -0.26
C 9.283139 7.599909 7.497134 -1.30 -0.34 0.35
C 10.626266 8.206620 7.328228 0.29 0.67 0.56
C 9.205166 6.245420 7.938116 -0.93 0.02 -2.15
C 8.095689 5.488274 7.486472 -0.33 0.20 0.26
H 3.668203 5.109338 5.992457 0.43 0.66 0.08
H 4.503789 6.618346 5.451396 0.04 -0.52 0.15
H 3.907529 6.462437 7.108881 0.32 -0.24 -0.30
H 5.456116 4.684061 7.644964 0.02 -0.19 -0.21
H 6.480765 4.621599 4.734887 -0.36 -0.27 0.49
H 5.085356 3.646616 5.356146 0.70 0.16 0.01
H 6.718574 3.401469 6.030285 -0.09 0.09 -0.26
H 5.996735 7.977860 6.496298 -0.17 0.09 0.66
H 7.992816 9.326842 7.087877 0.05 -0.43 -0.20
H 10.952594 8.606947 8.287930 0.14 0.36 0.04
H 10.676404 9.001168 6.568514 -0.21 -0.30 0.34
H 11.360453 7.437154 7.099902 -0.11 -0.07 -0.23
H 10.013552 5.749697 8.450637 0.34 -0.03 -0.31
H 8.165028 4.410860 7.531358 -0.11 -0.12 0.33
N 7.663486 5.952771 12.896636 0.61 0.63 0.18
C 7.973447 5.342579 11.743152 -0.72 0.21 -0.36
N 8.090389 4.017209 11.786686 0.64 -0.96 -0.31
O 8.028780 5.975725 10.614443 -0.56 -0.04 0.69
H 7.765839 5.466960 13.779055 -0.15 -0.18 -0.22
H 7.808781 6.948831 13.004975 -0.12 -0.10 -0.36
H 8.230803 3.503044 12.669608 -0.25 0.56 -0.81
H 8.256520 3.484337 10.925293 -0.10 0.55 0.70